No. 1
Entry from OMol25: C22H24N2O3 in the gas phase (wB97M-V/def2-TZVPD).

The geometry in ORCA input format:
```
! RIJCOSX wB97M-V def2-TZVPD def2/J DEFGRID3
* xyz 0 1
O -0.513 -0.923 0.922
C -0.759 -1.877 0.214
C 0.179 -3.077 0.141
C 1.230 -2.858 -0.953
N 2.027 -1.677 -0.707
C 1.940 -0.542 -1.489
O 1.206 -0.434 -2.436
C 2.951 0.454 -0.971
C 3.618 -0.239 0.222
C 2.953 -1.593 0.315
O 3.180 -2.480 1.094
C 3.271 0.698 1.412
C 4.049 1.962 1.135
C 3.476 2.564 0.100
C 2.305 1.713 -0.329
C 1.861 1.158 1.027
N -1.835 -1.977 -0.589
C -2.902 -0.985 -0.740
C -4.013 -1.207 0.293
C -3.634 -0.591 1.634
C -3.522 0.920 1.479
C -2.617 1.300 0.341
C -2.062 2.573 0.304
C -1.253 2.974 -0.742
C -0.984 2.093 -1.776
C -1.523 0.823 -1.747
C -2.339 0.416 -0.698
H -0.367 -3.998 -0.066
H 0.691 -3.170 1.099
H 0.757 -2.717 -1.929
H 1.901 -3.722 -0.987
H 3.627 0.732 -1.782
H 4.698 -0.375 0.134
H 3.410 0.237 2.386
H 4.937 2.251 1.667
H 3.788 3.458 -0.407
H 1.550 2.184 -0.950
H 1.490 1.941 1.686
H 1.119 0.366 0.969
H -1.959 -2.832 -1.106
H -3.315 -1.156 -1.743
H -4.198 -2.279 0.398
H -4.930 -0.740 -0.074
H -4.386 -0.837 2.387
H -2.675 -0.989 1.963
H -3.149 1.366 2.402
H -4.516 1.341 1.288
H -2.271 3.259 1.113
H -0.833 3.969 -0.749
H -0.359 2.389 -2.606
H -1.298 0.132 -2.546
*
```

Properties
Highest occupied orbital energy   -0.31626 hartree
Gap between HOMO and LUMO   9.230 eV
LUMO level   0.023 Ha
Calculated total energy   -1188.03505 Eh
Energy relative to the best compared isomer or geometry (same formula, charge and spin)   77.3 kJ/mol
Largest force on an atom   0.86 eV Å⁻¹

Charges per atom according to Löwdin partitioning, unit e: O 0.07; C -0.47; C -0.06; C -0.10; N 0.06; C -0.37; O 0.11; C -0.11; C -0.11; C -0.37; O 0.12; C -0.21; C -0.04; C -0.04; C -0.21; C -0.08; N 0.13; C -0.24; C -0.14; C -0.18; C -0.14; C -0.17; C -0.04; C -0.09; C -0.10; C -0.04; C -0.14; H 0.12; H 0.12; H 0.13; H 0.13; H 0.16; H 0.16; H 0.15; H 0.11; H 0.11; H 0.12; H 0.13; H 0.09; H 0.14; H 0.15; H 0.11; H 0.12; H 0.11; H 0.10; H 0.12; H 0.12; H 0.11; H 0.10; H 0.11; H 0.11

---

No. 2
Entry from OMol25: C5H8O2 in the gas phase (wB97M-V/def2-TZVPD).

The geometry in ORCA input format:
```
! RIJCOSX wB97M-V def2-TZVPD def2/J DEFGRID3
* xyz 0 1
O -1.307 0.881 0.619
C -1.546 -0.242 -0.211
C -0.224 -0.964 -0.426
C 1.681 0.080 1.657
C 1.590 0.526 0.339
O 2.397 1.467 0.444
C 0.894 -0.013 -0.868
H -2.112 1.412 0.655
H -2.274 -0.928 0.246
H -1.944 0.073 -1.188
H -0.371 -1.774 -1.148
H 0.977 0.615 2.307
H 0.079 -1.443 0.516
H 0.515 0.831 -1.456
H 1.645 -0.521 -1.485
*
```

Properties
Highest occupied orbital energy   -0.33139 hartree
Gap between HOMO and LUMO   9.247 eV
LUMO level   0.008 Ha
Calculated total energy   -345.64681 Eh
Energy relative to the best compared isomer or geometry (same formula, charge and spin)   415.2 kJ/mol
Largest force on an atom   0.45 eV Å⁻¹

Charges per atom according to Löwdin partitioning, unit e: O -0.06; C -0.27; C -0.18; C 0.23; C -0.56; O 0.07; C -0.11; H 0.10; H 0.12; H 0.12; H 0.12; H 0.05; H 0.11; H 0.13; H 0.13

---

No. 3
Entry from OMol25: 2 unconnected molecules or ions with the total composition C3H10N2O2 at a distorted geometry (wB97M-V/def2-TZVPD).

The geometry in ORCA input format:
```
! RIJCOSX wB97M-V def2-TZVPD def2/J DEFGRID3
* xyz 0 1
C 1.617 1.194 0.944
C 0.690 0.012 1.295
N -0.435 -0.078 0.382
C -0.445 -0.967 -0.663
N 0.582 -1.836 -0.862
O -1.377 -0.952 -1.461
H 1.975 1.261 -0.083
H 2.409 1.256 1.694
H 1.122 2.157 1.087
H 1.313 -0.873 1.232
H 0.461 0.093 2.356
H -0.910 0.782 0.237
H 0.383 -2.639 -1.435
H 1.454 -1.942 -0.383
O -3.236 1.025 -1.205
H -2.554 0.367 -0.982
H -3.048 1.141 -2.152
*
```

Properties
Highest occupied orbital energy   -0.36715 hartree
Gap between HOMO and LUMO   10.650 eV
LUMO level   0.024 Ha
Calculated total energy   -380.32017 Eh
Energy relative to the best compared isomer or geometry (same formula, charge and spin)   43.3 kJ/mol
Largest force on an atom   2.07 eV Å⁻¹

Charges per atom according to Löwdin partitioning, unit e: C -0.09; C -0.24; N 0.07; C -0.59; N 0.17; O 0.02; H 0.07; H 0.07; H 0.07; H 0.09; H 0.11; H 0.13; H 0.11; H 0.09; O -0.09; H -0.03; H 0.04

---

No. 4
Entry from OMol25: 2 unconnected molecules or ions with the total composition C4H11N2OS at a distorted geometry (wB97M-V/def2-TZVPD).

The geometry in ORCA input format:
```
! RIJCOSX wB97M-V def2-TZVPD def2/J DEFGRID3
* xyz 1 1
C 2.546 -1.491 1.202
C -2.377 0.278 0.202
C -0.371 1.919 -1.378
C -1.209 -0.022 -0.343
N 1.284 -1.361 1.390
N -0.113 0.763 -0.591
O 3.559 -0.873 1.656
S -0.612 -1.793 -0.875
H -3.140 -0.571 0.068
H -2.594 1.340 0.457
H 2.914 -2.153 0.492
H -1.390 1.722 -1.986
H -0.518 2.783 -0.844
H 0.358 2.074 -2.191
H 0.477 -1.777 0.896
H 0.941 -0.723 2.086
H 0.663 0.249 -0.816
H 3.491 -0.078 2.282
H -1.565 -2.586 -0.414
*
```

Properties
Highest occupied orbital energy   -0.44690 hartree
Gap between HOMO and LUMO   8.352 eV
LUMO level   -0.140 Ha
Calculated total energy   -741.61398 Eh
Energy relative to the best compared isomer or geometry (same formula, charge and spin)   321.2 kJ/mol
Largest force on an atom   4.81 eV Å⁻¹

Charges per atom according to Löwdin partitioning, unit e: C -0.20; C 0.00; C -0.10; C -0.65; N 0.21; N -0.14; O 0.19; S 0.79; H 0.09; H 0.09; H 0.16; H 0.14; H 0.05; H 0.10; H 0.01; H 0.15; H 0.03; H 0.21; H -0.13

---

No. 5
Entry from OMol25: a molecular structure, C12H26NO5P2SSn at a distorted geometry (wB97M-V/def2-TZVPD).

The geometry in ORCA input format:
```
! RIJCOSX wB97M-V def2-TZVPD def2/J DEFGRID3
* xyz 1 1
Sn -0.062 -0.377 0.840
P -2.445 0.095 0.081
C -2.208 0.268 -1.716
C -0.945 0.995 -1.990
N 0.190 0.887 -1.148
C 1.366 1.278 -1.593
C 1.536 1.971 -2.731
C 0.447 2.282 -3.542
C -0.772 1.804 -3.105
C 2.612 0.938 -0.732
P 2.380 -0.584 0.262
H -1.686 1.881 -3.738
H 2.571 2.380 -3.001
H 0.541 2.840 -4.448
H 3.475 0.773 -1.390
H 2.866 1.756 -0.049
H -2.188 -0.582 -2.081
H -3.065 0.818 -2.079
H -1.164 -2.445 -1.855
O -1.995 -2.169 -2.396
H -2.058 -2.166 -3.335
H -0.363 -2.391 0.224
O -0.371 -2.929 -0.881
H -0.251 -3.847 -0.867
C 2.792 -1.960 -0.813
H 3.790 -1.816 -1.262
H 2.804 -2.900 -0.230
H 2.051 -2.066 -1.628
C 3.554 -0.497 1.616
H 3.530 -1.440 2.196
H 4.584 -0.353 1.236
H 3.318 0.358 2.285
C -3.104 1.552 0.982
H -4.118 1.825 0.627
H -3.190 1.411 2.064
H -2.476 2.453 0.835
C -3.609 -1.248 0.368
H -3.779 -1.433 1.437
H -4.577 -1.010 -0.101
H -3.207 -2.154 -0.103
C 1.088 0.402 4.546
S -0.285 1.049 3.507
O -1.220 -0.089 3.284
O -0.755 2.247 4.057
O 0.415 1.296 2.142
H 0.692 0.322 5.568
H 1.889 1.130 4.507
H 1.402 -0.557 4.149
*
```

Properties
Highest occupied orbital energy   -0.36086 hartree
Gap between HOMO and LUMO   6.560 eV
LUMO level   -0.120 Ha
Calculated total energy   -2198.71372 Eh
Energy relative to the best compared isomer or geometry (same formula, charge and spin)   114.4 kJ/mol
Largest force on an atom   11.23 eV Å⁻¹

Charges per atom according to Löwdin partitioning, unit e: Sn 0.97; P 0.81; C -0.25; C -0.22; N 0.03; C -0.34; C -0.03; C 0.00; C -0.01; C -0.25; P 0.73; H 0.14; H 0.16; H 0.12; H 0.10; H 0.11; H -0.07; H 0.12; H -0.05; O -0.12; H 0.04; H 0.03; O -0.20; H 0.03; C -0.24; H 0.07; H 0.07; H 0.05; C -0.24; H 0.07; H 0.07; H 0.06; C -0.23; H 0.06; H 0.05; H 0.06; C -0.21; H 0.07; H 0.07; H 0.05; C -0.11; S 0.45; O -0.43; O -0.26; O -0.51; H 0.08; H 0.06; H 0.05

---

No. 6
Entry from OMol25: a molecular structure, C3H3ClNO at a distorted geometry (wB97M-V/def2-TZVPD).

The geometry in ORCA input format:
```
! RIJCOSX wB97M-V def2-TZVPD def2/J DEFGRID3
* xyz 1 1
C 0.507 0.710 -0.472
C 0.034 1.145 0.680
C -0.033 -0.687 -0.670
N -0.592 -0.719 0.668
O -0.724 -1.625 1.387
Cl -0.206 2.172 1.873
H 1.170 1.226 -1.153
H -0.830 -0.723 -1.424
H 0.673 -1.499 -0.888
*
```

Properties
Highest occupied orbital energy   -0.57504 hartree
Gap between HOMO and LUMO   9.066 eV
LUMO level   -0.242 Ha
Calculated total energy   -705.83816 Eh
Energy relative to the best compared isomer or geometry (same formula, charge and spin)   246.8 kJ/mol
Largest force on an atom   2.58 eV Å⁻¹

Charges per atom according to Löwdin partitioning, unit e: C -0.02; C -0.53; C -0.08; N -0.05; O 0.25; Cl 0.97; H 0.15; H 0.16; H 0.15

---

No. 7
Entry from OMol25: a molecular structure, C23H33BF4N3S2Si2Ti (wB97M-V/def2-TZVPD).

The geometry in ORCA input format:
```
! RIJCOSX wB97M-V def2-TZVPD def2/J DEFGRID3
* xyz 1 1
Ti 0.760 0.010 -0.204
C 3.738 -0.803 1.849
C 3.621 0.564 1.278
N 2.731 0.944 0.387
C 2.936 2.245 -0.014
C 3.954 2.882 0.614
S 4.693 1.810 1.717
C 2.109 2.681 -1.127
C 2.225 3.809 -1.862
S 1.172 3.727 -3.197
C 0.613 2.196 -2.702
N 1.165 1.770 -1.582
C -0.376 1.476 -3.548
H 2.773 -1.143 2.216
H 4.456 -0.823 2.666
H 4.064 -1.499 1.075
H 4.311 3.887 0.466
H 2.896 4.638 -1.712
H -0.304 1.818 -4.578
H -1.393 1.666 -3.205
H -0.196 0.405 -3.520
C -0.690 2.617 3.485
Si -1.102 1.817 1.847
C -0.796 3.150 0.554
C -2.913 1.367 1.724
C 0.042 0.294 1.647
Si -0.632 -1.256 2.579
C -1.266 -0.753 4.267
C 0.715 -2.512 2.911
C -1.992 -2.133 1.638
H -1.301 3.513 3.620
H 0.357 2.931 3.502
H -0.859 1.965 4.340
H -1.443 3.993 0.813
H -1.048 2.857 -0.466
H 0.231 3.522 0.570
H -3.496 2.278 1.883
H -3.238 0.639 2.467
H -3.178 0.982 0.738
H 0.953 0.571 2.203
H -0.473 -0.306 4.870
H -1.593 -1.659 4.783
H -2.109 -0.064 4.250
H 1.443 -2.153 3.642
H 1.240 -2.851 2.018
H 0.233 -3.386 3.357
H -2.841 -1.496 1.384
H -2.369 -2.927 2.288
H -1.637 -2.613 0.724
F 1.992 -0.876 -2.499
B 2.651 -1.961 -2.074
F 1.454 -1.668 -0.113
F 2.230 -3.148 -2.416
F 3.807 -1.782 -1.468
C -1.126 -0.233 -1.074
C -1.490 -1.253 -2.111
C -2.487 -0.980 -3.050
C -2.849 -1.912 -4.006
C -2.215 -3.151 -4.037
C -1.232 -3.449 -3.098
C -0.878 -2.507 -2.148
C -2.574 -4.118 -5.038
N -2.856 -4.891 -5.840
H -1.544 -0.563 -0.111
H -1.597 0.733 -1.271
H -3.001 -0.027 -3.024
H -3.624 -1.687 -4.726
H -0.744 -4.414 -3.119
H -0.108 -2.758 -1.430
*
```

Properties
Highest occupied orbital energy   -0.41723 hartree
Gap between HOMO and LUMO   7.689 eV
LUMO level   -0.135 Ha
Calculated total energy   -3709.78250 Eh
Energy relative to the best compared isomer or geometry (same formula, charge and spin)   31.6 kJ/mol
Largest force on an atom   0.51 eV Å⁻¹

Charges per atom according to Löwdin partitioning, unit e: Ti 1.08; C -0.04; C -0.60; N -0.01; C -0.32; C -0.29; S 1.17; C -0.34; C -0.30; S 1.17; C -0.59; N 0.00; C -0.06; H 0.05; H 0.09; H 0.10; H 0.09; H 0.09; H 0.09; H 0.09; H 0.08; C -0.16; Si 0.44; C -0.16; C -0.16; C -0.43; Si 0.45; C -0.17; C -0.18; C -0.16; H 0.05; H 0.04; H 0.02; H 0.05; H 0.02; H 0.03; H 0.05; H 0.02; H 0.03; H 0.03; H 0.04; H 0.05; H 0.02; H 0.04; H 0.02; H 0.05; H 0.03; H 0.05; H 0.03; F 0.23; B -0.93; F -0.30; F 0.31; F 0.28; C -0.19; C -0.28; C -0.04; C -0.01; C -0.22; C 0.00; C -0.04; C -0.18; N 0.17; H 0.02; H 0.06; H 0.11; H 0.13; H 0.13; H 0.09

---

No. 8
Entry from OMol25: a molecular structure, C19H21N3O2Ti (wB97M-V/def2-TZVPD).

The geometry in ORCA input format:
```
! RIJCOSX wB97M-V def2-TZVPD def2/J DEFGRID3
* xyz 2 3
Ti 0.111 0.123 -0.907
C 3.482 -2.781 -0.276
C 3.651 -2.759 1.098
C 2.912 -1.863 1.856
C 2.026 -1.012 1.219
N 1.844 -1.045 -0.120
C 2.564 -1.914 -0.839
C 1.236 0.022 1.937
C 1.280 0.251 3.303
C 0.546 1.308 3.822
C -0.177 2.131 2.974
C -0.173 1.842 1.618
N 0.484 0.786 1.135
C -0.828 2.665 0.565
C -1.501 3.843 0.835
C -2.028 4.577 -0.218
C -1.863 4.115 -1.511
C -1.189 2.923 -1.702
N -0.689 2.198 -0.695
H 4.048 -3.454 -0.904
H 4.356 -3.426 1.577
H 3.039 -1.827 2.927
H 2.396 -1.910 -1.908
H 1.877 -0.366 3.958
H 0.560 1.505 4.885
H -0.717 2.979 3.368
H -1.606 4.198 1.850
H -2.553 5.503 -0.027
H -2.245 4.664 -2.359
H -1.045 2.526 -2.700
C -2.415 -0.781 0.844
O -1.696 -0.915 -0.398
C -1.684 -2.261 -0.889
C -1.298 -2.221 -2.340
O -0.165 -1.337 -2.479
C 0.397 -1.361 -3.808
H -3.440 -1.121 0.703
H -2.411 0.273 1.102
H -1.926 -1.365 1.624
H -2.678 -2.700 -0.790
H -0.977 -2.851 -0.298
H -2.113 -1.858 -2.970
H -1.014 -3.222 -2.670
H 0.766 -2.361 -4.032
H 1.218 -0.648 -3.827
H -0.362 -1.073 -4.536
*
```

Properties
Highest occupied orbital energy (alpha / beta)   -0.49274 / -0.55193 hartree
Gap between HOMO and LUMO (alpha / beta)   7.024 / 8.440 eV
LUMO level (alpha / beta)   -0.235 / -0.242 Ha
Calculated total energy   -1900.39053 Eh
Largest force on an atom   0.34 eV Å⁻¹
⟨S²⟩   2.004

Charges per atom according to Löwdin partitioning, unit e: Ti 1.07; C -0.01; C 0.00; C 0.03; C -0.18; N 0.02; C -0.09; C -0.17; C 0.04; C 0.01; C 0.04; C -0.19; N 0.05; C -0.20; C 0.03; C 0.00; C -0.01; C -0.09; N 0.00; H 0.13; H 0.13; H 0.12; H 0.11; H 0.12; H 0.13; H 0.12; H 0.12; H 0.13; H 0.13; H 0.12; C -0.01; O -0.30; C -0.15; C -0.13; O -0.33; C -0.03; H 0.11; H 0.09; H 0.11; H 0.15; H 0.15; H 0.15; H 0.15; H 0.11; H 0.10; H 0.11